Record 1
# C3H9NO2Si

A cluster of 2 separate species, C3H9NO2Si in total at a distorted geometry (ωB97M-V/def2-TZVPD, OMol25).

```
! RIJCOSX wB97M-V def2-TZVPD def2/J DEFGRID3
* xyz 0 1
C 0.08596 1.64383 0.56056
C -0.89531 -0.72401 -1.58387
C -0.97511 -1.08517 1.20289
N 3.31701 1.36323 -0.23091
O 3.27025 0.24962 -0.04262
O 1.51082 -0.94935 -0.17356
Si 0.12523 -0.24539 -0.04288
H 1.11337 1.93672 0.78872
H -0.26729 2.26482 -0.25896
H -0.57809 1.74613 1.37449
H -0.29083 -0.33863 -2.38927
H -1.07575 -1.73775 -1.78821
H -1.86453 -0.19082 -1.68184
H -0.98194 -0.78710 2.20878
H -1.90408 -1.14376 0.75878
H -0.58971 -2.00235 1.29790
*
```

Properties
ΔE to the lowest compared entry with this formula, charge and spin ... 159.7 kcal per mole
HOMO level (alpha / beta) ... -9.52 / -9.14 eV

Here are the Mulliken charges for atoms 1 to 2, given in e:
1 C -1.093
2 C -1.153

---

Record 2
# C2H3NS2

The molecule C2H3NS2 at a distorted geometry (ωB97M-V/def2-TZVPD, OMol25).

```
! RIJCOSX wB97M-V def2-TZVPD def2/J DEFGRID3
* xyz 0 1
C -0.38634 0.41806 -0.91565
C -0.07135 -0.93559 1.53036
N 0.00792 1.14914 -1.86832
S 0.77104 -0.11768 0.37411
S 1.52146 1.53389 -2.32633
H -1.50764 0.49628 -0.73925
H -0.33185 -1.96429 1.34971
H -0.00325 -0.57982 2.59537
*
```

Properties
ΔE to the lowest compared entry with this formula, charge and spin ... 72.0 kcal per mole
HOMO level (alpha / beta) ... -8.74 / -8.38 eV

Here are the Mulliken charges for atoms 1 to 2, given in e:
1 C -0.028
2 C -0.623

---

Record 3
# C27H58CrN3O5SSi4

A structure of composition C27H58CrN3O5SSi4 at a distorted geometry (ωB97M-V/def2-TZVPD, OMol25).

```
! RIJCOSX wB97M-V def2-TZVPD def2/J DEFGRID3
* xyz 1 5
Cr -0.76124 -0.45676 0.29068
C -5.03599 1.85393 2.84558
N -4.24086 1.42276 1.69152
C -4.68246 1.89462 0.37426
C -3.26740 0.52875 1.76076
O -2.77283 0.02967 0.74698
C -2.67509 0.14294 3.11643
O -1.26223 0.15902 3.06276
C -0.69731 1.45877 3.15769
C -0.74825 2.19884 1.82489
O -0.62892 1.56571 0.77982
N -0.89959 3.51480 1.84267
C -1.11044 4.25119 0.59482
C -0.83077 4.30333 3.07422
H -6.07775 1.92260 2.54033
H -4.98162 1.13841 3.65972
H -4.72168 2.83465 3.20728
H -5.00547 2.93039 0.47026
H -3.86113 1.83111 -0.33090
H -5.51527 1.29680 0.00002
H -3.02290 0.78453 3.92382
H -2.96014 -0.88453 3.33153
H -1.18607 2.01601 3.95610
H 0.35249 1.32317 3.41409
H -1.21518 3.55128 -0.22575
H -2.01359 4.85740 0.68809
H -0.26603 4.90531 0.38635
H -0.08756 3.90642 3.76264
H -0.52172 5.31074 2.81050
H -1.79711 4.36630 3.58007
O -3.21093 -2.21294 -1.11055
C -2.42624 -3.38833 -1.07974
C -1.54262 -3.52338 0.13711
C -1.44613 -4.78953 0.69848
C -0.63861 -5.02016 1.79724
C 0.06218 -3.95150 2.30855
C -0.06015 -2.72802 1.68558
N -0.84135 -2.47854 0.62096
H -3.75581 -2.17359 -0.32165
H -1.80706 -3.36970 -1.97498
H -3.05551 -4.27599 -1.13835
H -2.01975 -5.59721 0.25952
H -0.55692 -6.00907 2.23389
H 0.71563 -4.05010 3.16651
H 0.50208 -1.88149 2.05188
C 1.53090 -3.02768 -2.23849
Si 2.67546 -2.25553 -0.95406
C 4.30666 -1.90587 -1.82486
C 3.07526 -3.61345 0.29677
Si 1.73975 -0.28369 -0.11221
Si 2.58512 1.32905 -1.56416
C 2.43558 0.86240 -3.38512
C 1.71324 2.97514 -1.35997
C 4.41044 1.62554 -1.23435
Si 2.94299 0.14865 1.84806
C 2.33702 -0.74901 3.40223
C 4.75402 -0.34069 1.73250
C 2.90567 2.00853 2.22484
H 1.97832 -3.94414 -2.64226
H 1.35704 -2.33886 -3.07642
H 0.55638 -3.28913 -1.80404
H 4.69224 -2.81718 -2.30090
H 5.05835 -1.56075 -1.10341
H 4.20838 -1.13557 -2.59938
H 3.88903 -4.23159 -0.09769
H 2.21928 -4.26891 0.47892
H 3.40345 -3.20591 1.26137
H 1.56503 1.36125 -3.82419
H 2.32967 -0.21810 -3.53562
H 3.32713 1.18642 -3.93227
H 0.64604 2.83160 -1.55337
H 2.10410 3.71637 -2.06724
H 1.83903 3.37082 -0.34252
H 4.97809 0.69001 -1.29349
H 4.58057 2.05916 -0.24117
H 4.82222 2.31823 -1.97946
H 2.58593 -1.81702 3.33364
H 1.25963 -0.67055 3.59659
H 2.86135 -0.35064 4.27843
H 4.85301 -1.40461 1.48166
H 5.26801 -0.17138 2.68851
H 5.27657 0.23323 0.95994
H 2.95366 2.21281 3.30232
H 2.01381 2.49741 1.81297
H 3.77020 2.49431 1.76027
O -0.66649 0.76011 -2.03920
S -1.42278 -0.35893 -2.71543
C -0.83977 -0.55241 -4.43512
C -1.85336 0.10845 -5.36726
C -3.21714 -0.06509 -4.70076
C -3.00923 0.35093 -3.25155
H -0.76911 -1.62908 -4.60671
H 0.15919 -0.12076 -4.46834
H -1.82813 -0.34255 -6.35872
H -1.62374 1.17044 -5.47919
H -3.52812 -1.11316 -4.74883
H -3.99391 0.53073 -5.17931
H -3.78444 0.00394 -2.56805
H -2.85634 1.42805 -3.14554
*
```

Properties
ΔE to the lowest compared entry with this formula, charge and spin ... 26.9 kcal per mole
HOMO level (alpha / beta) ... -9.20 / -8.91 eV

Here are the Mulliken charges for atoms 1 to 2, given in e:
1 Cr -0.153
2 C -1.213

---

Record 4
# C13H15F6MnN4OS8Sb

A structure of composition C13H15F6MnN4OS8Sb (ωB97M-V/def2-TZVPD, OMol25).

```
! RIJCOSX wB97M-V def2-TZVPD def2/J DEFGRID3
* xyz -2 6
Mn -0.29721 -0.14468 -0.41057
S 0.61167 1.05003 4.94026
Sb -1.27132 1.76305 3.89518
S -1.90451 0.29410 1.97677
S -0.90990 2.06983 1.47499
S -1.53154 3.42426 -6.78382
C -1.22453 2.66127 -5.33035
S -2.43084 2.21825 -4.19884
C -1.41775 1.50529 -2.95834
C -0.09353 1.49593 -3.24479
S 1.20783 0.87343 -2.26735
S 0.33254 2.20028 -4.79375
S -2.22168 0.91905 -1.52547
C 2.57077 -1.29831 -0.12853
N 3.83581 -1.67540 0.49829
C 4.48339 -0.45396 0.97828
N 3.66143 0.27793 1.93693
C 2.39581 0.62958 1.29226
N 1.67636 -0.56969 0.80629
C 1.42922 -1.45720 1.97180
N 2.68024 -1.84124 2.62831
C 3.52676 -2.51999 1.65497
C 3.36119 -0.61823 3.06059
H 2.03958 -2.18822 -0.45750
H 2.77085 -0.65971 -0.99016
H 4.69123 0.19074 0.12026
H 5.42973 -0.72208 1.45863
H 2.58136 1.28774 0.44033
H 1.75581 1.14115 2.00999
H 0.90623 -2.34339 1.60861
H 0.80170 -0.92480 2.68685
H 3.01632 -3.41985 1.30328
H 4.46513 -2.80684 2.14110
H 4.30241 -0.89286 3.54790
H 2.72105 -0.09466 3.77058
C 0.15196 -3.25262 -2.53898
C -0.70512 -3.21310 -1.26236
O -0.40023 -2.18536 -0.44738
C -2.19679 -3.17829 -1.68504
F -2.61782 -4.36818 -2.19707
F -3.01867 -2.89140 -0.67208
F -2.40332 -2.26978 -2.64101
C -0.44650 -4.52070 -0.46593
F -0.51611 -5.65131 -1.20659
F -1.28804 -4.68706 0.56411
F 0.79974 -4.50542 0.05167
H 0.11138 -2.26371 -2.99404
H -0.18970 -4.00348 -3.25186
H 1.18572 -3.46189 -2.26753
*
```

Properties
ΔE to the lowest compared entry with this formula, charge and spin ... 0.0 kcal per mole
HOMO level (alpha / beta) ... -1.62 / -1.71 eV

Here are the Mulliken charges for atoms 1 to 2, given in e:
1 Mn 0.151
2 S -0.687

---

Record 5
# C15H24Cl2N3O3OsSSi

A structure of composition C15H24Cl2N3O3OsSSi (ωB97M-V/def2-TZVPD, OMol25).

```
! RIJCOSX wB97M-V def2-TZVPD def2/J DEFGRID3
* xyz 1 1
Os 0.31372 0.83177 0.25188
O -3.18613 0.82548 -1.65168
C -2.25055 0.64425 -0.93272
O -1.04665 1.20896 -1.09051
C -2.30953 -0.29909 0.24447
C -3.42876 -1.04627 0.53806
C -3.38016 -1.91352 1.61971
C -2.21220 -2.00134 2.36125
C -1.12940 -1.21348 2.01533
N -1.18683 -0.37585 0.97776
H -4.30335 -0.93252 -0.08709
H -4.24047 -2.51511 1.87941
H -2.13254 -2.66720 3.20839
H -0.20314 -1.23285 2.57038
Cl 2.01834 2.04399 -1.03209
C 1.82588 3.83919 -1.17065
Cl 0.21557 4.29390 -1.64427
H 2.54213 4.12125 -1.93376
H 2.07089 4.25087 -0.20013
C -0.78506 1.73617 3.50945
Si -0.51596 2.53805 1.83934
C 0.70284 3.93982 2.06698
C -2.14817 3.16160 1.17300
H -1.11781 2.51528 4.20120
H 0.13747 1.31872 3.91646
H -1.55727 0.96653 3.50238
H 0.44404 4.45939 2.99357
H 0.64430 4.67598 1.26445
H 1.72936 3.58506 2.17861
H -2.50232 3.97037 1.81809
H -2.91889 2.38745 1.18076
H -2.06303 3.55050 0.15850
O 2.79204 1.11952 3.54827
S 2.70529 0.13506 2.48646
N 1.60824 0.39955 1.46978
C 1.08734 -2.83580 -4.19781
C 1.61109 -3.07398 -2.77469
C 3.14114 -3.19291 -2.77043
C 0.96653 -4.32345 -2.15960
C 1.23756 -1.91119 -1.95230
N 0.94053 -0.99544 -1.32874
H 1.35836 -3.69224 -4.81498
H 1.52823 -1.94136 -4.63656
H 0.00272 -2.73229 -4.20843
H 3.42480 -4.05015 -3.38067
H 3.52394 -3.34793 -1.76185
H 3.60773 -2.30272 -3.19125
H 1.23708 -5.18856 -2.76468
H -0.12018 -4.24124 -2.14620
H 1.32126 -4.49221 -1.14289
*
```

Properties
ΔE to the lowest compared entry with this formula, charge and spin ... 8.0 kcal per mole
HOMO level ... -11.84 eV

Here are the Mulliken charges for atoms 1 to 2, given in e:
1 Os 1.869
2 O -0.597

---

Record 6
# CH9N4O

A cluster of 3 separate species, CH9N4O in total at a distorted geometry (ωB97M-V/def2-TZVPD, OMol25).

```
! RIJCOSX wB97M-V def2-TZVPD def2/J DEFGRID3
* xyz 1 1
C 1.63486 0.17387 -0.19128
N 2.75302 -0.18482 -0.64891
N -0.70703 -0.85187 0.63365
N 0.36501 -1.61407 0.06796
N -2.10932 1.16017 -0.11759
O 1.12817 1.12748 0.23956
H 3.32330 0.57962 -0.63173
H 2.97210 -1.14910 -0.61833
H -1.29300 -1.52772 1.25297
H -0.23347 -0.07795 1.11949
H 0.25768 -2.02425 -0.86712
H -2.27332 1.36860 0.91234
H -1.38319 1.75343 -0.57972
H -2.96817 1.49687 -0.56000
H -1.46664 -0.23025 -0.01126
*
```

Properties
ΔE to the lowest compared entry with this formula, charge and spin ... 58.4 kcal per mole
HOMO level (alpha / beta) ... -13.37 / -13.37 eV

Here are the Mulliken charges for atoms 1 to 2, given in e:
1 C 0.599
2 N -0.284

---

Record 7
# C35H42BrN6O2PPbSSb

A structure of composition C35H42BrN6O2PPbSSb (ωB97M-V/def2-TZVPD, OMol25).

```
! RIJCOSX wB97M-V def2-TZVPD def2/J DEFGRID3
* xyz 1 1
Pb 0.52005 -0.14351 0.26462
C -1.30459 1.98429 -3.90528
C -2.01509 0.67680 -3.72423
C -3.26297 0.49011 -4.31846
C -3.93833 -0.69669 -4.13306
C -3.34564 -1.67361 -3.35034
C -2.09438 -1.41881 -2.79832
N -1.42843 -0.27840 -2.98655
Sb -1.42221 -3.07234 -1.57120
C -2.05023 -2.29581 0.35985
C -3.40787 -2.41247 0.62755
C -3.86358 -2.12297 1.90397
C -2.94511 -1.77561 2.87718
C -1.59892 -1.67781 2.53528
C -0.55647 -1.38953 3.57724
N -1.17285 -1.90127 1.28879
C 0.73840 -3.11004 -1.29945
C 1.41180 -3.99088 -2.13316
C 2.67387 -4.43756 -1.76203
C 3.16878 -4.07335 -0.52633
C 2.43924 -3.19562 0.27585
C 2.91816 -2.86851 1.65842
N 1.27913 -2.67749 -0.14908
H -0.66315 1.95305 -4.78740
H -0.67724 2.20344 -3.04662
H -2.02354 2.79077 -4.04975
H -3.68995 1.28317 -4.91943
H -4.90662 -0.86322 -4.58828
H -3.84002 -2.62222 -3.17871
H -4.09814 -2.71822 -0.15008
H -4.91739 -2.19568 2.14088
H -3.25686 -1.59275 3.89724
H -0.25491 -2.32377 4.05647
H -0.93418 -0.72860 4.35641
H 0.33466 -0.94466 3.13450
H 0.94665 -4.34300 -3.04610
H 3.22914 -5.11202 -2.40182
H 4.10505 -4.47270 -0.15877
H 3.80914 -2.24295 1.62655
H 2.15121 -2.34045 2.22242
H 3.16982 -3.79154 2.18291
Br 3.01778 0.37620 0.89133
C 0.33100 3.08583 2.31879
P -0.10201 1.36853 2.77005
C -1.88006 1.50333 3.17541
C 0.69926 1.16827 4.40065
C -0.01311 1.22182 5.59751
C 0.63812 1.05755 6.81258
C 2.00712 0.84081 6.84772
C 2.72601 0.79512 5.66157
C 2.07774 0.95308 4.44558
H 0.13644 3.74655 3.16433
H -0.27664 3.38881 1.46369
H 1.38716 3.13729 2.05283
H -2.10224 2.47730 3.61401
H -2.17170 0.71689 3.86913
H -2.45601 1.38608 2.25857
H -1.07920 1.40304 5.60012
H 0.07189 1.10116 7.73399
H 2.51311 0.70850 7.79512
H 3.79600 0.63189 5.67768
H 2.64747 0.90779 3.52662
O 2.51260 1.80532 -3.75828
C 2.20802 0.85009 -2.89548
O 1.59081 1.07378 -1.87843
C 2.71482 -0.53249 -3.27887
N 3.05764 -0.55661 -4.70615
C 4.35844 -1.22164 -4.87375
C 5.11153 -0.74689 -3.64301
C 4.04576 -0.85115 -2.54804
H 1.93883 -1.24695 -2.99933
H 2.90861 1.32124 -4.52468
H 2.32797 -0.95070 -5.28432
H 4.81864 -0.92630 -5.81520
H 4.26746 -2.31413 -4.85987
H 5.43284 0.28747 -3.77714
H 5.99055 -1.35036 -3.42441
H 4.21989 -0.18966 -1.70281
H 4.00279 -1.87061 -2.16170
S -2.85253 1.22774 -0.33896
C -3.27102 2.83161 -0.25240
N -4.42410 3.25529 -0.88716
C -4.87902 4.52274 -0.84597
C -4.17052 5.46097 -0.17099
C -2.97687 5.01456 0.43552
N -2.54213 3.78088 0.40112
H -4.93222 2.53511 -1.38210
H -5.80307 4.72867 -1.36749
H -4.49824 6.48600 -0.11051
H -2.35199 5.72260 0.97144
*
```

Properties
ΔE to the lowest compared entry with this formula, charge and spin ... 27.4 kcal per mole
HOMO level ... -10.31 eV

Here are the Mulliken charges for atoms 1 to 2, given in e:
1 Pb 1.870
2 C -1.344

---

Record 8
# C25H25ClN5O4Ti

A structure of composition C25H25ClN5O4Ti at a distorted geometry (ωB97M-V/def2-TZVPD, OMol25).

```
! RIJCOSX wB97M-V def2-TZVPD def2/J DEFGRID3
* xyz 0 4
Ti 6.00863 -0.84824 1.23934
Cl 2.01453 -0.36050 0.95584
O 1.25358 -1.32356 0.29811
O 1.80622 0.96624 0.36137
O 1.72687 -0.43550 2.36098
O 3.38735 -0.72610 0.78265
N -0.54471 -0.49804 4.30846
C -1.57921 -1.29657 4.09103
C -2.81786 -0.92827 3.50828
C -2.95413 0.42493 3.12853
C -1.98384 1.32013 3.46285
C -0.79872 0.86246 4.10553
H -1.51052 -2.30628 4.46807
H -3.57996 -1.67074 3.32296
H -3.84002 0.72410 2.58807
H -2.13674 2.36373 3.23064
H -0.02241 1.60881 4.18748
N 1.50346 0.28801 -4.61895
C 0.75353 -0.16897 -5.61387
C -0.53031 -0.74536 -5.49890
C -1.00105 -0.80546 -4.21189
C -0.34410 -0.37467 -3.08974
C 0.91990 0.11715 -3.34194
H 1.18024 -0.07464 -6.60151
H -0.79558 -1.26745 -6.40634
H -1.99929 -1.21219 -4.14496
H -0.86879 -0.40727 -2.14632
H 1.50794 0.56645 -2.55535
N 6.02117 1.58076 1.42093
C 5.19405 2.35461 0.66667
C 4.91142 3.67095 0.97403
C 5.63672 4.22349 2.06211
C 6.49316 3.41543 2.86273
C 6.63160 2.08092 2.50087
H 4.58180 1.92113 -0.11028
H 4.23365 4.25660 0.37067
H 5.66836 5.27428 2.30957
H 7.14839 3.84326 3.60707
H 7.33005 1.46118 3.04354
N -2.08753 2.36645 -1.92231
C -3.31403 2.00774 -2.26263
C -4.07758 1.17479 -1.52322
C -3.49775 0.44286 -0.51667
C -2.18535 0.74960 -0.19894
C -1.48562 1.70860 -0.92373
H -3.79460 2.59734 -3.02933
H -5.12750 1.06556 -1.75155
H -4.08333 -0.32557 -0.03396
H -1.63815 0.19851 0.55157
H -0.44654 1.91959 -0.71833
N -3.68721 -3.51783 0.56238
C -3.90441 -3.86172 -0.78365
C -2.81983 -4.06538 -1.72377
C -1.51647 -3.89288 -1.27434
C -1.31035 -3.59177 0.10017
C -2.42573 -3.47353 0.95841
H -4.90928 -3.93846 -1.17190
H -3.14682 -4.38888 -2.70092
H -0.66573 -4.08482 -1.91136
H -0.29973 -3.78667 0.42739
H -2.18181 -3.17862 1.96833
*
```

Properties
ΔE to the lowest compared entry with this formula, charge and spin ... 100.2 kcal per mole
HOMO level (alpha / beta) ... -7.59 / -8.87 eV

Here are the Mulliken charges for atoms 1 to 2, given in e:
1 Ti 0.597
2 Cl 1.599

---

Number 1: energy -16715.744 eV. Number 2: energy -25279.447 eV. Number 3: energy -114413.076 eV. Number 4: energy -162584.730 eV. Number 5: energy -72777.202 eV. Number 6: energy -9181.571 eV. Number 7: energy -151960.839 eV. Number 8: energy -77595.446 eV.